# C28H64O9

9 unconnected molecules or ions with the total composition C28H64O9 in a non-equilibrium geometry (wB97M-V/def2-TZVPD, the OMol25 dataset).

Cartesian coordinates (Å):
C (3.410, 0.484, 4.188)
C (4.710, 0.301, 3.369)
C (4.154, -0.472, 2.189)
O (2.943, 0.189, 1.887)
C (2.409, 0.814, 3.036)
H (3.429, 1.321, 4.884)
H (3.109, -0.433, 4.691)
H (5.444, -0.240, 3.966)
H (5.149, 1.234, 3.020)
H (3.986, -1.541, 2.368)
H (4.831, -0.429, 1.329)
H (1.392, 0.506, 3.275)
H (2.455, 1.899, 2.898)
C (-4.431, 0.101, -2.347)
C (-3.178, 0.089, -3.223)
C (-2.562, 1.494, -3.007)
O (-3.334, 2.120, -1.979)
C (-4.643, 1.599, -2.130)
H (-4.233, -0.445, -1.428)
H (-5.288, -0.310, -2.882)
H (-3.404, -0.167, -4.259)
H (-2.392, -0.616, -2.939)
H (-2.558, 2.085, -3.928)
H (-1.512, 1.372, -2.743)
H (-5.136, 2.145, -2.942)
H (-5.229, 1.749, -1.221)
C (-2.217, 3.636, 1.597)
C (-1.014, 3.091, 2.350)
C (0.143, 3.351, 1.352)
O (-0.241, 4.605, 0.767)
C (-1.628, 4.883, 0.907)
H (-3.066, 3.875, 2.238)
H (-2.523, 2.905, 0.846)
H (-1.221, 2.043, 2.587)
H (-0.769, 3.580, 3.292)
H (0.327, 2.452, 0.766)
H (0.960, 3.671, 1.995)
H (-2.205, 5.125, 0.015)
H (-1.716, 5.720, 1.605)
C (-4.943, -2.870, 2.794)
C (-3.884, -3.432, 1.879)
C (-3.664, -2.369, 0.812)
O (-4.436, -1.216, 1.197)
C (-4.792, -1.355, 2.562)
H (-4.837, -3.108, 3.851)
H (-5.948, -3.173, 2.482)
H (-4.100, -4.395, 1.415)
H (-3.016, -3.638, 2.508)
H (-4.029, -2.689, -0.167)
H (-2.637, -2.036, 0.645)
H (-5.646, -0.742, 2.836)
H (-3.925, -1.028, 3.152)
C (3.409, 3.060, -1.046)
C (2.216, 3.525, -1.842)
C (2.788, 3.723, -3.266)
O (4.100, 3.126, -3.260)
C (4.215, 2.317, -2.098)
H (3.192, 2.411, -0.194)
H (3.950, 3.928, -0.665)
H (1.794, 4.442, -1.425)
H (1.385, 2.821, -1.813)
H (2.926, 4.777, -3.495)
H (2.170, 3.210, -4.003)
H (5.259, 2.195, -1.813)
H (3.795, 1.316, -2.264)
C (0.875, 0.163, -1.233)
C (-0.202, -0.221, -0.214)
O (0.468, -0.840, 0.896)
H (1.716, 0.682, -0.753)
H (0.585, 0.854, -2.025)
H (1.349, -0.709, -1.691)
H (-0.908, -0.821, -0.792)
H (-0.681, 0.714, 0.087)
H (1.389, -0.589, 0.736)
C (-1.397, -2.589, 5.167)
C (-1.118, -1.641, 4.007)
O (-0.819, -2.413, 2.859)
H (-0.585, -3.292, 5.348)
H (-2.262, -3.212, 4.924)
H (-1.616, -1.995, 6.055)
H (-0.239, -1.030, 4.255)
H (-1.980, -0.985, 3.855)
H (-0.657, -1.808, 2.112)
C (0.376, -2.448, -4.025)
C (-0.236, -2.544, -5.429)
O (0.590, -1.797, -6.355)
H (1.264, -3.073, -4.085)
H (-0.374, -2.670, -3.262)
H (0.720, -1.444, -3.766)
H (-1.248, -2.123, -5.419)
H (-0.285, -3.562, -5.806)
H (0.321, -0.883, -6.218)
C (4.492, -3.764, -0.869)
C (3.405, -3.258, -1.795)
O (3.063, -4.214, -2.813)
H (5.313, -4.192, -1.444)
H (4.090, -4.522, -0.197)
H (4.866, -2.906, -0.304)
H (3.762, -2.333, -2.271)
H (2.487, -3.007, -1.259)
H (3.781, -4.116, -3.449)

Results
- gap between HOMO and LUMO (eV) = 10.00
- SMILES string = C1CCOC1.C1CCOC1.C1CCOC1.C1CCOC1.C1CCOC1.CCO.CCO.CCO.CCO
- HOMO level (eV) = -9.459
- multiplicity = 1

These are the Löwdin partial charges, in e, on atoms 1 to 4: -0.14, -0.15, -0.21, -0.17

***

# C4H9NOS

A single C4H9NOS molecule in a non-equilibrium geometry (wB97M-V/def2-TZVPD, the OMol25 dataset).

Cartesian coordinates (Å):
O (2.768, 0.346, -0.392)
C (2.068, 0.381, 0.582)
C (0.592, -0.071, 0.525)
C (0.018, 0.339, -0.855)
C (-1.432, -0.053, -1.034)
S (-2.675, 1.094, -0.317)
N (0.198, -1.393, 0.940)
H (2.454, 0.847, 1.503)
H (0.113, 0.664, 1.190)
H (0.035, 1.429, -0.911)
H (0.602, -0.042, -1.692)
H (-1.758, -1.026, -0.688)
H (-1.597, 0.037, -2.112)
H (-2.290, 1.064, 0.969)
H (0.608, -2.095, 0.362)
H (0.297, -1.521, 1.932)

Results
- gap between HOMO and LUMO (eV) = 9.67
- energy relative to the best compared isomer or geometry (same formula, charge and spin) (kJ/mol) = 153.6
- SMILES string = N[C@@H](C=O)CCS
- HOMO level (eV) = -9.032
- multiplicity = 1

These are the natural (NBO) partial charges, in e, on atoms 1 to 4: -0.51, 0.43, -0.15, -0.42

***

# C40H41F3N6NaO4Sb

A molecular structure, C40H41F3N6NaO4Sb (wB97M-V/def2-TZVPD, the OMol25 dataset).

Cartesian coordinates (Å):
Na (0.066, -0.426, -0.042)
C (4.309, 0.148, -0.139)
C (4.118, -1.286, -0.549)
C (5.231, -2.102, -0.764)
C (5.044, -3.414, -1.142)
C (3.744, -3.881, -1.293)
C (2.684, -3.014, -1.058)
N (2.868, -1.734, -0.693)
Sb (0.702, -3.843, -1.288)
C (-0.130, -2.351, -2.626)
C (-0.681, -2.952, -3.756)
C (-1.320, -2.162, -4.697)
C (-1.401, -0.802, -4.470)
C (-0.818, -0.269, -3.325)
C (-0.906, 1.204, -3.040)
N (-0.175, -1.030, -2.432)
C (0.008, -3.548, 0.742)
C (-0.448, -4.742, 1.296)
C (-1.011, -4.725, 2.561)
C (-1.125, -3.514, 3.214)
C (-0.638, -2.360, 2.606)
C (-0.792, -1.033, 3.295)
N (-0.050, -2.385, 1.401)
H (4.918, 0.680, -0.873)
H (3.343, 0.636, -0.046)
H (4.830, 0.210, 0.819)
H (6.225, -1.693, -0.634)
H (5.891, -4.068, -1.314)
H (3.554, -4.907, -1.584)
H (-0.635, -4.026, -3.879)
H (-1.763, -2.604, -5.581)
H (-1.917, -0.148, -5.162)
H (-1.730, 1.659, -3.590)
H (-1.059, 1.384, -1.975)
H (0.010, 1.718, -3.347)
H (-0.391, -5.662, 0.730)
H (-1.381, -5.636, 3.015)
H (-1.596, -3.445, 4.186)
H (-1.633, -1.064, 3.988)
H (0.105, -0.778, 3.862)
H (-0.959, -0.235, 2.572)
C (2.430, 1.845, -2.414)
C (1.519, 2.198, -1.269)
O (1.245, 1.370, -0.421)
C (0.928, 3.564, -1.181)
C (-0.173, 3.752, -0.344)
C (-0.748, 5.008, -0.243)
C (-0.223, 6.076, -0.960)
C (0.873, 5.891, -1.792)
C (1.442, 4.632, -1.910)
H (2.515, 0.761, -2.470)
H (3.419, 2.274, -2.232)
H (2.066, 2.250, -3.359)
H (-0.583, 2.904, 0.195)
H (-1.611, 5.153, 0.395)
H (-0.674, 7.057, -0.875)
H (1.280, 6.724, -2.350)
H (2.293, 4.488, -2.564)
F (5.123, 1.879, 5.440)
C (5.381, 1.004, 4.453)
F (6.306, 1.575, 3.656)
F (5.946, -0.077, 5.008)
C (4.138, 0.665, 3.677)
C (3.812, -0.646, 3.383)
C (2.671, -0.878, 2.626)
N (1.885, 0.092, 2.174)
C (2.210, 1.351, 2.469)
C (3.324, 1.689, 3.218)
H (4.425, -1.468, 3.726)
H (2.380, -1.889, 2.357)
H (1.550, 2.118, 2.080)
H (3.551, 2.725, 3.435)
C (-4.305, 0.797, 2.548)
C (-4.576, 1.296, 1.134)
C (-4.131, 0.319, 0.048)
C (-4.325, 0.927, -1.374)
C (-5.750, 1.333, -1.727)
C (-4.961, -0.951, 0.109)
O (-6.132, -0.969, 0.434)
N (-4.314, -2.084, -0.305)
C (-2.928, -2.210, -0.516)
O (-2.514, -3.299, -0.902)
N (-2.125, -1.154, -0.251)
C (-2.630, 0.025, 0.123)
O (-1.865, 0.957, 0.445)
H (-4.721, 1.484, 3.287)
H (-3.234, 0.710, 2.736)
H (-4.770, -0.178, 2.715)
H (-4.057, 2.241, 0.964)
H (-5.645, 1.471, 1.012)
H (-3.951, 0.207, -2.110)
H (-3.664, 1.797, -1.422)
H (-6.446, 0.501, -1.626)
H (-5.789, 1.686, -2.759)
H (-6.108, 2.142, -1.089)
H (-4.852, -2.935, -0.369)

Results
- gap between HOMO and LUMO (eV) = 8.47
- HOMO level (eV) = -8.480
- multiplicity = 1

These are the Löwdin partial charges, in e, on atoms 1 to 4: 0.19, -0.03, -0.32, -0.03

***

# C4H8NS2

A gas-phase ion, C4H8NS2 (charge +1) in a non-equilibrium geometry (wB97M-V/def2-TZVPD, the OMol25 dataset).

Cartesian coordinates (Å):
C (-0.941, -0.918, 0.650)
C (-0.417, -1.952, -0.037)
C (1.637, -0.303, -0.808)
C (-1.348, 1.540, 0.847)
N (-0.653, 0.370, 0.278)
S (0.990, -1.933, -1.103)
S (2.843, 0.110, -1.941)
H (-1.750, -0.985, 1.252)
H (-0.854, -2.919, -0.115)
H (1.611, 0.150, 0.188)
H (-1.777, 2.185, 0.055)
H (-2.115, 1.075, 1.380)
H (-0.660, 2.229, 1.240)
H (-0.217, 0.413, -0.676)
H (3.653, 0.940, -1.213)

Results
- charge = +1
- gap between HOMO and LUMO (spin up / spin down) (eV) = 6.57 / 5.90
- energy relative to the best compared isomer or geometry (same formula, charge and spin) (kJ/mol) = 257.6
- HOMO level (spin up / spin down) (eV) = -12.410 / -12.157
- multiplicity = 1

These are the natural (NBO) partial charges, in e, on atoms 1 to 4: 0.10, -0.51, -0.54, -0.40

***

| no. | energy (eV) |
| --- | --- |
| 1 | -48497.2596 |
| 2 | -18665.9348 |
| 3 | -78387.0283 |
| 4 | -27428.3598 |